# 1
134
Properties=species:S:1:pos:R:3:lowdin_charge:R:1 method="wB97M-V/def2-TZVPD" e_homo_ev=-8.2 largest_force_ev_per_a=9.9 gap_ev=6.3108 smiles="C#CCN(CCN(CC)C(C)=O)[C@@H](CCCCCCC)[C@](CC=C)(CC=O)O[C@](O)(S)[C@@H](Cl)CC.CCOP(=O)(OCC)OCC.CCOP(=O)(OCC)OCC" total_energy_ha=-4084.8535 total_charge=0 de_lowest_kj_mol=1965.6 multiplicity=1 e_lumo_ev=-1.87
C 2.676 -2.716 5.064 0.07
C 1.893 -2.419 3.909 -0.06
C 0.937 -2.282 2.592 -0.19
N 0.917 -3.396 1.621 -0.16
C 1.318 -4.732 2.032 -0.15
C 2.953 -5.060 2.074 -0.13
N 3.041 -6.472 2.694 -0.16
C 3.938 -7.372 1.846 -0.23
C 3.236 -7.886 0.447 -0.12
C 3.527 -6.417 4.124 -0.29
C 2.523 -7.095 5.274 -0.04
O 4.701 -5.919 4.544 -0.05
C 0.625 -3.080 0.210 -0.19
C 1.913 -3.066 -0.831 -0.11
C 2.607 -1.550 -0.968 -0.18
C 4.102 -1.462 -0.285 -0.21
C 4.172 -0.497 1.050 -0.20
C 3.578 1.039 0.776 -0.22
C 3.940 2.103 1.974 -0.26
C 5.527 2.508 1.878 -0.16
C -0.725 -3.839 -0.445 -0.33
C -0.305 -5.269 -1.054 -0.11
C -0.175 -5.329 -2.724 -0.13
C 1.124 -5.777 -3.365 -0.03
C -1.189 -2.753 -1.640 -0.05
C -2.675 -3.130 -2.290 -0.12
O -3.654 -2.188 -2.322 -0.11
O -1.731 -3.708 0.559 -0.10
C -2.446 -4.821 1.069 -0.73
O -1.708 -5.899 1.742 -0.10
S -3.701 -5.638 -0.119 0.80
C -3.445 -4.211 2.274 -0.59
Cl -2.516 -3.448 3.681 0.58
C -4.555 -3.139 1.688 -0.26
C -6.086 -3.776 1.667 -0.14
H 3.137 -2.676 6.162 0.06
H -0.157 -2.025 2.996 0.09
H 1.283 -1.283 2.037 0.11
H 0.861 -5.665 1.445 0.12
H 0.960 -4.922 3.157 0.14
H 3.552 -4.356 2.790 0.11
H 3.436 -5.163 1.014 0.10
H 4.901 -6.715 1.604 0.13
H 4.257 -8.361 2.433 0.14
H 3.658 -7.168 -0.408 0.07
H 3.488 -8.990 0.150 0.08
H 2.065 -7.678 0.460 0.08
H 3.044 -7.936 5.900 0.08
H 1.627 -7.612 4.690 0.08
H 2.045 -6.295 5.990 0.09
H 0.285 -1.930 0.216 0.13
H 1.619 -3.352 -1.943 0.09
H 2.787 -3.778 -0.528 0.09
H 1.878 -0.690 -0.602 0.10
H 2.772 -1.333 -2.131 0.11
H 4.825 -0.954 -1.087 0.11
H 4.538 -2.541 -0.110 0.11
H 3.605 -1.055 1.916 0.09
H 5.327 -0.335 1.277 0.11
H 2.391 0.936 0.765 0.09
H 3.884 1.436 -0.307 0.13
H 3.743 1.592 3.008 0.11
H 3.279 3.066 1.916 0.10
H 5.680 3.578 2.376 0.08
H 6.134 1.739 2.548 0.08
H 5.947 2.593 0.789 0.08
H -0.971 -6.196 -0.797 0.10
H 0.795 -5.594 -0.713 0.11
H -1.050 -5.073 -3.456 0.09
H 1.640 -5.232 -4.263 0.07
H 1.625 -6.722 -2.840 0.07
H -1.379 -1.680 -1.148 0.14
H -0.356 -2.577 -2.441 0.13
H -2.952 -4.204 -2.695 0.11
H -2.073 -6.069 2.682 0.13
H -4.487 -4.617 -0.685 -0.10
H -4.061 -5.146 2.682 0.12
H -4.301 -2.833 0.577 0.10
H -4.606 -2.139 2.309 0.11
H -6.229 -4.309 0.630 0.05
H -6.882 -2.906 1.706 0.09
H -6.246 -4.594 2.513 0.09
C -2.981 5.909 0.636 -0.08
C -1.844 5.422 1.512 -0.30
O -2.076 4.106 1.982 -0.23
P -1.977 2.860 0.895 0.73
O -0.429 2.853 0.847 -0.24
O -2.107 1.615 1.995 -0.22
C -1.060 0.668 2.134 -0.31
C -0.065 1.108 3.203 -0.06
O -3.706 2.869 0.948 -0.20
C -4.335 2.659 -0.308 -0.32
C -3.892 1.370 -0.975 -0.08
H -2.974 5.387 -0.326 0.06
H -2.887 6.980 0.435 0.08
H -3.950 5.719 1.107 0.09
H -0.891 5.470 0.977 0.09
H -1.763 6.069 2.392 0.12
H -0.565 0.492 1.174 0.09
H -1.509 -0.285 2.434 0.10
H 0.248 2.151 3.089 0.08
H 0.826 0.474 3.183 0.05
H -0.522 1.031 4.195 0.08
H -4.132 3.514 -0.959 0.10
H -5.415 2.627 -0.131 0.13
H -2.827 1.398 -1.224 0.07
H -4.449 1.207 -1.902 0.09
H -4.046 0.515 -0.308 0.08
C 0.280 6.533 -1.677 -0.08
C -0.345 5.883 -2.896 -0.30
O -1.222 6.769 -3.566 -0.24
P -0.563 8.043 -4.393 0.73
O -0.088 7.187 -5.593 -0.23
O -1.968 8.568 -5.120 -0.23
C -2.077 8.596 -6.534 -0.31
C -2.649 7.284 -7.062 -0.08
O -1.093 9.000 -3.053 -0.21
C -0.181 10.014 -2.655 -0.32
C 0.178 10.954 -3.790 -0.09
H 1.010 7.290 -1.979 0.06
H 0.801 5.792 -1.065 0.08
H -0.477 7.031 -1.064 0.07
H 0.426 5.521 -3.583 0.11
H -0.939 5.019 -2.579 0.11
H -1.112 8.826 -6.995 0.10
H -2.755 9.414 -6.801 0.11
H -2.154 6.403 -6.639 0.07
H -2.566 7.240 -8.152 0.08
H -3.707 7.201 -6.793 0.08
H 0.720 9.547 -2.248 0.10
H -0.655 10.580 -1.847 0.12
H 0.712 10.428 -4.587 0.07
H 0.822 11.762 -3.431 0.08
H -0.724 11.387 -4.237 0.09

# 2
131
Properties=species:S:1:pos:R:3:lowdin_charge:R:1 method="wB97M-V/def2-TZVPD" e_homo_ev=-11.8 largest_force_ev_per_a=0.4 gap_ev=7.2387 total_energy_ha=-5207.3634 total_charge=+1 multiplicity=1 e_lumo_ev=-4.61
C -0.938 -5.264 -0.372 -0.10
C -2.323 -4.707 -0.011 -0.25
C -2.456 -4.260 1.459 -0.21
C -3.144 -2.897 1.664 -0.19
C -2.549 -2.060 2.811 -0.20
C -2.079 -0.676 2.374 -0.21
C -3.194 0.341 2.104 -0.18
C -2.879 1.736 2.642 -0.17
C -1.546 2.403 2.256 -0.08
C -1.165 3.118 0.929 -0.24
C -0.486 2.204 -0.068 -0.31
C 0.887 1.688 0.396 -0.10
C 0.996 0.176 0.630 -0.18
C 2.199 -0.227 1.494 -0.16
C 1.850 -1.159 2.655 -0.27
O 2.811 -1.021 3.692 -0.07
O -1.401 1.146 -0.295 -0.08
C -2.425 1.561 -1.147 -0.15
C -3.094 3.001 -0.892 -0.28
C -4.530 2.729 -0.376 -0.12
C -5.675 3.765 -0.362 -0.43
C -6.520 3.606 0.887 -0.03
O -6.487 3.494 -1.504 -0.03
P -3.096 3.661 -2.651 0.46
N -1.706 3.578 -3.300 -0.15
O -3.928 5.018 -2.557 -0.14
O -4.178 2.684 -3.308 -0.11
N -2.272 3.900 0.141 -0.31
Br -1.235 5.327 -0.737 1.03
C -3.177 4.730 1.033 -0.22
C -2.482 5.513 2.148 -0.19
C -2.888 6.994 2.181 -0.29
N -1.814 7.770 2.769 0.00
H -0.313 -4.516 -0.860 0.07
H -0.403 -5.601 0.519 0.06
H -1.008 -6.116 -1.048 0.07
H -2.555 -3.856 -0.658 0.09
H -3.082 -5.459 -0.235 0.10
H -3.012 -5.022 2.010 0.11
H -1.463 -4.222 1.918 0.09
H -3.084 -2.324 0.730 0.10
H -4.212 -3.054 1.839 0.11
H -1.663 -2.558 3.206 0.06
H -3.271 -1.960 3.628 0.11
H -1.491 -0.807 1.462 0.09
H -1.401 -0.274 3.135 0.11
H -3.426 0.369 1.036 0.09
H -4.114 0.013 2.600 0.12
H -3.726 2.405 2.478 0.08
H -2.825 1.642 3.731 0.13
H -0.772 1.635 2.345 0.11
H -1.328 3.124 3.043 0.11
H -0.461 3.895 1.201 0.10
H -0.356 2.753 -1.010 0.11
H 1.607 1.969 -0.376 0.13
H 1.199 2.220 1.300 0.12
H 0.068 -0.193 1.071 0.06
H 1.071 -0.302 -0.349 0.12
H 2.944 -0.713 0.862 0.11
H 2.688 0.655 1.920 0.11
H 1.868 -2.201 2.322 0.12
H 0.837 -0.962 3.019 0.09
H 2.364 -0.832 4.525 0.08
H -3.225 0.833 -1.047 0.13
H -2.041 1.539 -2.170 0.10
H -4.431 2.289 0.618 0.09
H -4.889 1.924 -1.012 0.13
H -5.303 4.788 -0.437 0.11
H -7.273 4.392 0.937 0.09
H -5.932 3.636 1.810 0.08
H -7.040 2.647 0.850 0.10
H -6.827 4.312 -1.883 0.10
H -1.344 4.439 -3.691 0.02
H -4.512 5.147 -3.321 0.11
H -3.765 1.985 -3.840 0.11
H -3.684 5.416 0.359 0.09
H -3.918 4.048 1.423 0.08
H -1.396 5.462 2.072 0.08
H -2.735 5.048 3.101 0.12
H -3.178 7.315 1.169 0.10
H -3.763 7.108 2.824 0.12
H -0.985 7.727 2.183 0.07
H -2.058 8.753 2.816 0.08
C -1.327 -7.008 4.615 -0.11
C -0.606 -6.698 5.919 -0.25
C -0.839 -5.258 6.392 -0.18
C -0.358 -4.276 5.420 -0.21
N 0.008 -3.507 4.650 0.17
H -0.966 -6.373 3.804 0.06
H -1.170 -8.045 4.323 0.08
H -2.403 -6.849 4.714 0.08
H 0.467 -6.865 5.808 0.11
H -0.950 -7.366 6.710 0.11
H -0.333 -5.066 7.340 0.12
H -1.905 -5.077 6.546 0.12
C 1.132 1.570 -4.154 -0.12
C 1.154 2.126 -5.570 -0.26
C 1.705 1.116 -6.583 -0.19
C 3.076 0.720 -6.258 -0.22
N 4.156 0.426 -6.005 0.17
H 2.140 1.319 -3.818 0.07
H 0.706 2.299 -3.463 0.04
H 0.523 0.664 -4.098 0.08
H 1.765 3.030 -5.608 0.11
H 0.146 2.408 -5.881 0.10
H 1.703 1.527 -7.593 0.12
H 1.089 0.214 -6.596 0.12
C 8.112 -2.526 -5.255 -0.10
C 6.675 -2.224 -5.654 -0.26
C 5.661 -2.603 -4.569 -0.20
C 5.678 -4.034 -4.259 -0.25
N 5.708 -5.160 -4.036 0.15
H 8.262 -3.597 -5.100 0.07
H 8.802 -2.204 -6.035 0.07
H 8.386 -2.005 -4.336 0.05
H 6.419 -2.751 -6.576 0.11
H 6.548 -1.159 -5.849 0.09
H 4.649 -2.336 -4.877 0.10
H 5.880 -2.054 -3.649 0.11
C 6.760 -3.515 -0.987 -0.12
C 7.487 -2.912 0.206 -0.25
C 7.597 -1.385 0.112 -0.19
C 8.294 -0.944 -1.098 -0.23
N 8.817 -0.599 -2.059 0.15
H 7.313 -3.335 -1.910 0.06
H 6.646 -4.593 -0.884 0.08
H 5.761 -3.086 -1.098 0.08
H 8.488 -3.340 0.287 0.11
H 6.966 -3.146 1.136 0.11
H 8.120 -0.972 0.976 0.12
H 6.599 -0.940 0.090 0.11

# 3
156
Properties=species:S:1:pos:R:3:lowdin_charge:R:1 method="wB97M-V/def2-TZVPD" e_homo_ev=-10.4 largest_force_ev_per_a=3.4 gap_ev=10.8840 total_energy_ha=-4467.1593 total_charge=0 de_lowest_kj_mol=315.8 multiplicity=1 e_lumo_ev=0.50
C 13.277 23.017 8.424 0.01
O 13.685 23.639 9.715 -0.01
C 14.763 23.072 10.285 -0.65
O 15.462 22.209 9.844 0.13
O 14.994 23.692 11.438 -0.02
C 16.238 23.372 12.115 0.00
H 14.182 23.029 7.808 0.09
H 12.565 23.725 8.064 0.08
H 12.908 21.972 8.570 0.11
H 16.139 22.354 12.523 0.08
H 16.296 24.017 13.000 0.08
H 17.000 23.429 11.342 0.10
C 13.047 21.208 13.130 0.01
O 13.486 20.858 11.797 0.01
C 14.404 19.934 11.626 -0.61
O 15.198 19.522 12.390 0.13
O 14.195 19.434 10.369 0.00
C 14.879 18.206 10.212 -0.05
H 13.850 21.628 13.693 0.07
H 12.665 20.336 13.670 0.10
H 12.202 21.906 13.060 0.11
H 14.632 17.399 10.927 0.11
H 15.896 18.481 10.198 0.08
H 14.604 17.863 9.247 0.08
C 15.884 16.916 18.950 -0.01
O 16.031 18.340 19.082 -0.02
C 17.094 18.801 19.741 -0.54
O 17.841 18.096 20.444 0.07
O 17.206 20.187 19.557 -0.06
C 18.325 20.657 20.395 -0.03
H 15.962 16.611 19.997 0.10
H 16.750 16.539 18.355 0.11
H 14.936 16.703 18.552 0.05
H 19.262 20.446 19.825 0.11
H 18.342 20.033 21.315 0.10
H 18.125 21.695 20.584 0.08
C 9.388 18.067 21.339 -0.05
O 9.856 16.771 21.019 0.00
C 11.200 16.688 20.904 -0.57
O 12.067 17.478 21.053 0.14
O 11.485 15.367 20.703 -0.02
C 12.867 15.053 20.634 -0.04
H 8.933 18.485 20.390 0.11
H 10.171 18.718 21.714 0.09
H 8.606 17.878 22.076 0.09
H 13.333 15.422 21.586 0.12
H 13.483 15.404 19.830 0.06
H 12.842 13.984 20.551 0.09
C 16.566 16.532 15.368 -0.02
O 17.962 16.353 15.146 0.02
C 18.724 17.327 15.593 -0.65
O 18.415 18.176 16.368 0.13
O 19.928 17.143 15.026 0.01
C 20.851 18.150 15.476 -0.03
H 16.302 17.276 16.134 0.07
H 16.127 15.582 15.686 0.10
H 16.231 16.867 14.404 0.10
H 21.233 17.857 16.414 0.08
H 20.271 19.089 15.549 0.07
H 21.643 18.263 14.765 0.09
C 21.764 22.320 12.547 -0.02
O 20.501 21.772 12.014 -0.04
C 19.674 21.013 12.832 -0.56
O 19.901 20.873 14.019 0.10
O 18.750 20.441 12.095 0.02
C 17.928 19.481 12.774 0.00
H 22.291 21.554 13.160 0.10
H 21.639 23.249 13.066 0.07
H 22.277 22.576 11.596 0.10
H 17.091 20.016 13.218 0.08
H 18.561 18.925 13.443 0.08
H 17.624 18.773 11.959 0.11
C 19.140 25.099 15.372 -0.03
O 18.028 24.317 14.943 0.00
C 17.741 23.159 15.472 -0.63
O 16.791 22.541 15.091 0.11
O 18.584 22.795 16.457 0.00
C 18.186 21.564 17.170 0.03
H 20.082 24.524 15.250 0.10
H 19.000 25.505 16.388 0.11
H 19.158 25.842 14.568 0.10
H 19.075 20.866 17.135 0.11
H 17.365 21.098 16.672 0.07
H 18.061 21.788 18.200 0.05
C 14.623 19.634 21.960 -0.05
O 14.256 20.519 20.938 0.02
C 14.859 21.664 21.029 -0.61
O 15.594 21.992 21.955 0.10
O 14.516 22.438 19.982 -0.01
C 14.734 23.814 20.005 -0.05
H 14.099 18.652 21.614 0.11
H 14.322 19.992 22.983 0.12
H 15.702 19.404 21.972 0.09
H 14.171 24.213 19.161 0.07
H 15.801 23.999 19.912 0.09
H 14.395 24.227 20.950 0.10
C 11.720 14.533 13.230 -0.01
O 11.131 13.283 12.891 0.02
C 10.007 12.936 13.462 -0.59
O 9.373 13.684 14.201 0.08
O 9.618 11.731 13.013 0.02
C 8.282 11.396 13.316 -0.04
H 10.978 15.249 13.523 0.09
H 12.432 14.777 12.464 0.10
H 12.348 14.313 14.065 0.07
H 7.759 11.575 12.369 0.11
H 7.906 12.020 14.117 0.09
H 8.159 10.427 13.612 0.06
C 8.371 13.849 17.686 0.02
O 8.468 13.333 19.051 -0.02
C 9.668 12.858 19.412 -0.54
O 10.638 12.791 18.691 0.11
O 9.638 12.445 20.730 -0.02
C 8.416 12.259 21.451 -0.04
H 9.245 14.480 17.505 0.09
H 7.437 14.386 17.689 0.10
H 8.344 13.087 16.999 0.06
H 8.666 12.257 22.490 0.08
H 8.050 11.284 21.136 0.10
H 7.706 13.080 21.284 0.10
C 12.389 11.291 16.904 -0.05
O 13.623 10.944 16.258 0.02
C 14.263 11.852 15.533 -0.57
O 14.043 13.054 15.516 0.07
O 15.396 11.330 14.998 -0.02
C 16.389 12.346 14.587 -0.01
H 12.192 12.399 16.893 0.08
H 12.390 11.112 18.027 0.11
H 11.488 10.870 16.467 0.09
H 15.942 13.093 13.971 0.07
H 17.095 11.767 13.911 0.11
H 16.878 12.702 15.475 0.09
C 14.737 19.680 15.911 0.01
O 14.056 18.510 15.378 0.00
C 13.292 17.911 16.276 -0.63
O 13.215 18.215 17.427 0.11
O 12.623 16.882 15.735 -0.01
C 11.702 16.159 16.574 0.00
H 15.583 19.831 15.269 0.08
H 15.011 19.535 16.959 0.09
H 14.045 20.535 15.938 0.09
H 11.010 16.883 16.968 0.09
H 12.289 15.742 17.385 0.09
H 11.230 15.435 15.941 0.07
C 11.477 20.624 18.035 -0.03
O 11.754 21.309 16.792 0.00
C 12.386 22.470 16.993 -0.61
O 12.416 23.087 18.045 0.10
O 12.831 22.847 15.814 -0.01
C 13.608 24.085 15.865 0.03
H 12.271 20.309 18.670 0.08
H 10.965 19.710 17.656 0.10
H 10.694 21.185 18.523 0.09
H 13.959 24.183 16.866 0.07
H 13.019 24.841 15.373 0.10
H 14.510 23.940 15.212 0.09